(1)
Formula: C38H49BrCl4N7O2P2SSeTi
Source: the OMol25 dataset
Level of theory: ωB97M-V/def2-TZVPD

The energy comes out at -292737.904 eV. The value obtained for the LUMO energy (spin up / spin down) is -0.33 / -0.53 eV. The expectation value of S² is 0.757. Its multiplicity is 2. Its energy relative to the best compared isomer or geometry (same formula, charge and spin) is 0.0 kcal per mole. Its HOMO energy (spin up / spin down) is -7.22 / -7.50 eV. As for the net charge: 0.

The geometry in XYZ format:
```
106
Properties=species:S:1:pos:R:3:mulliken_charge:R:1
Ti -0.02 -0.23 -1.48 0.247
Cl -2.04 1.69 -7.63 -0.219
C -1.92 1.52 -5.92 0.195
C -2.66 2.33 -5.07 0.535
Cl -3.71 3.54 -5.72 -0.212
C -2.54 2.20 -3.68 0.233
Cl -3.42 3.21 -2.59 -0.220
C -1.71 1.23 -3.14 -0.391
O -1.50 1.02 -1.85 0.374
C -1.00 0.38 -4.01 -0.545
O -0.24 -0.54 -3.38 0.131
C -1.08 0.54 -5.37 0.262
Cl -0.11 -0.49 -6.39 -0.243
C 4.53 -0.98 1.99 -1.182
P 3.16 -1.76 1.02 1.763
C 4.24 -2.97 0.16 -1.719
C 2.36 -2.81 2.31 0.235
C 2.38 -4.20 2.22 -0.628
C 1.71 -4.99 3.14 -0.841
C 1.01 -4.40 4.18 -0.919
C 0.98 -3.01 4.28 -0.656
C 1.63 -2.20 3.35 -0.272
P 1.46 -0.37 3.43 1.356
C 2.50 0.02 4.91 -1.525
C -0.18 -0.17 4.22 -1.450
H 5.00 -1.67 2.69 0.336
H 4.18 -0.10 2.54 0.139
H 5.28 -0.64 1.28 0.508
H 4.90 -3.50 0.85 0.473
H 4.85 -2.40 -0.55 0.388
H 3.66 -3.69 -0.42 0.349
H 2.92 -4.68 1.42 0.318
H 1.73 -6.07 3.04 0.403
H 0.48 -5.00 4.90 0.400
H 0.43 -2.56 5.09 0.296
H 2.14 0.95 5.35 0.434
H 3.55 0.16 4.64 0.358
H 2.43 -0.77 5.66 0.387
H -0.18 -0.46 5.28 0.542
H -0.93 -0.76 3.69 0.344
H -0.47 0.88 4.16 0.349
Br 5.41 3.65 -1.50 -0.129
C 3.87 2.58 -1.51 -0.237
C 3.42 2.00 -0.34 -0.502
C 2.26 1.24 -0.39 -1.003
N 1.61 1.02 -1.53 2.040
C 2.03 1.61 -2.66 -0.829
C 3.16 2.41 -2.70 -0.982
H 3.94 2.14 0.60 0.766
H 1.85 0.82 0.52 0.334
H 1.44 1.45 -3.55 0.409
H 3.47 2.87 -3.62 0.558
C -6.66 -3.35 0.43 -1.589
C -5.29 -2.72 0.43 0.681
C -4.28 -3.19 -0.39 -1.125
C -3.00 -2.64 -0.38 0.815
C -1.97 -3.22 -1.31 -1.039
C -2.72 -1.58 0.48 0.440
Se -0.93 -0.93 0.73 -0.297
C -3.74 -1.05 1.29 0.725
C -3.55 0.13 2.19 -1.579
C -5.00 -1.63 1.25 -0.899
H -6.73 -4.15 -0.31 0.339
H -7.44 -2.62 0.21 0.351
H -6.89 -3.78 1.41 0.324
H -4.49 -4.02 -1.06 0.254
H -2.42 -3.97 -1.95 0.366
H -1.14 -3.68 -0.76 0.329
H -1.52 -2.47 -1.96 0.011
H -2.84 0.84 1.78 -0.085
H -3.19 -0.16 3.18 0.363
H -4.51 0.65 2.34 0.476
H -5.79 -1.21 1.87 0.430
C 0.13 4.21 -0.58 -0.575
N 0.19 3.17 0.45 0.961
C -1.17 2.96 0.97 0.089
N -1.74 4.18 1.53 0.130
C -1.75 5.20 0.47 -0.601
N -0.41 5.47 -0.06 0.068
C 0.44 5.90 1.06 -0.716
N 0.50 4.91 2.14 0.063
C 1.02 3.67 1.56 -0.667
C -0.87 4.65 2.60 -0.704
H -0.52 3.86 -1.38 -0.113
H 1.13 4.38 -0.97 0.325
H -1.11 2.20 1.75 -0.287
H -1.79 2.58 0.16 -0.174
H -2.16 6.13 0.88 0.356
H -2.39 4.86 -0.34 0.194
H 0.04 6.83 1.46 0.337
H 1.45 6.09 0.69 0.353
H 1.07 2.90 2.33 -0.026
H 2.03 3.86 1.18 0.311
H -1.27 5.58 3.02 0.335
H -0.83 3.90 3.39 0.340
C 0.43 -4.29 -4.16 -0.850
N 1.45 -3.29 -4.41 -0.179
C 1.88 -2.43 -3.50 0.271
N 2.73 -1.47 -3.92 -0.410
S 1.41 -2.56 -1.87 -0.377
H 0.34 -4.91 -5.06 0.393
H -0.53 -3.82 -3.94 0.246
H 0.71 -4.92 -3.32 0.261
H 1.71 -3.12 -5.37 0.263
H 2.71 -1.17 -4.88 0.272
H 2.97 -0.77 -3.23 0.068
```


(2)
Formula: C15H28AsBrN4O5P2S4TcTe4
Source: the OMol25 dataset
Level of theory: ωB97M-V/def2-TZVPD

The energy comes out at -256379.491 eV. The value obtained for the LUMO energy is -4.54 eV. Its energy relative to the best compared isomer or geometry (same formula, charge and spin) is 21.3 kcal per mole. Its HOMO energy is -10.22 eV. As for the net charge: +1.

The geometry in XYZ format:
```
65
Properties=species:S:1:pos:R:3:mulliken_charge:R:1
Tc -1.49 -1.12 -1.07 0.249
Te -2.75 0.73 -2.39 0.591
Te -5.36 1.02 -1.55 -0.097
Te -4.83 -0.57 -3.67 -0.248
Te -3.56 -2.57 -2.24 0.441
C -3.48 1.99 2.56 -1.051
N -2.04 1.71 2.62 0.578
C -1.45 1.89 3.95 -1.030
P -1.21 1.62 1.22 -0.362
O -1.94 0.80 0.20 -0.285
O 0.18 0.97 1.65 0.330
P 0.92 -0.45 1.38 -0.827
O 0.30 -1.09 0.18 0.535
N 2.49 -0.18 1.13 0.538
C 3.30 0.53 2.12 -1.181
C 3.17 -0.47 -0.14 -0.899
N 0.81 -1.17 2.83 0.519
C -0.47 -1.30 3.53 -0.887
C 1.71 -2.30 3.13 -0.899
N -0.87 3.11 0.67 0.285
C -0.47 4.14 1.63 -0.974
C -0.19 3.24 -0.63 -0.639
H -3.69 2.98 2.97 0.315
H -4.03 1.24 3.13 0.318
H -3.82 1.96 1.53 0.211
H -1.61 2.91 4.32 0.453
H -0.38 1.69 3.94 0.191
H -1.92 1.20 4.65 0.388
H 2.74 0.70 3.03 0.316
H 3.63 1.49 1.71 0.338
H 4.19 -0.06 2.36 0.383
H 2.54 -1.07 -0.78 0.086
H 4.08 -1.03 0.08 0.354
H 3.42 0.45 -0.66 0.284
H -0.32 -1.14 4.60 0.315
H -0.88 -2.30 3.39 0.325
H -1.20 -0.58 3.17 0.182
H 1.91 -2.31 4.20 0.351
H 2.66 -2.19 2.61 0.283
H 1.26 -3.25 2.84 0.174
H -1.06 4.09 2.54 0.272
H -0.64 5.12 1.18 0.387
H 0.59 4.07 1.89 0.280
H -0.76 2.78 -1.43 -0.138
H 0.81 2.80 -0.64 0.281
H -0.11 4.31 -0.85 0.479
S -2.62 -4.55 -0.15 -0.287
As -0.44 -4.07 -0.35 0.601
S -1.98 -2.70 0.70 -0.336
S -0.20 -2.91 -2.12 -0.076
S 0.94 -5.18 0.62 -0.280
Br 1.47 -3.29 -7.65 -0.171
C 1.23 -2.16 -6.16 0.053
C 2.34 -1.64 -5.51 -0.654
C 2.16 -0.82 -4.41 -0.583
C 0.88 -0.53 -3.95 0.431
C -0.22 -1.06 -4.62 0.736
C -0.05 -1.87 -5.73 -0.703
C 0.77 0.36 -2.75 -0.374
O 1.70 1.05 -2.41 -0.647
O -0.40 0.41 -2.11 0.613
H 3.34 -1.87 -5.87 0.432
H 3.01 -0.39 -3.90 0.480
H -1.22 -0.86 -4.27 -0.196
H -0.91 -2.28 -6.25 0.449
```


(3)
Formula: C10H8OS
Source: the OMol25 dataset
Level of theory: ωB97M-V/def2-TZVPD

The energy comes out at -23382.431 eV. The value obtained for the LUMO energy is 0.70 eV. Its energy relative to the best compared isomer or geometry (same formula, charge and spin) is 0.0 kcal per mole. Its HOMO energy is -8.26 eV. As for the net charge: 0.

The geometry in XYZ format:
```
20
Properties=species:S:1:pos:R:3:mulliken_charge:R:1
C 2.66 -0.57 -0.13 0.960
C 3.11 0.73 0.11 -0.581
C 2.19 1.73 0.34 -0.431
C 0.81 1.46 0.33 -0.837
C 0.36 0.16 0.10 0.718
C 1.29 -0.85 -0.15 -0.631
C -1.08 -0.15 0.09 0.076
C -1.69 -1.32 0.49 -0.546
C -3.10 -1.29 0.37 -0.494
C -3.55 -0.10 -0.14 -0.419
H 3.15 -2.39 -0.51 0.289
H 4.20 0.92 0.11 0.365
H 2.53 2.74 0.54 0.376
H 0.10 2.24 0.55 0.360
H 0.93 -1.86 -0.37 0.256
H -1.13 -2.15 0.89 0.406
H -3.77 -2.09 0.66 0.375
H -4.56 0.22 -0.35 0.420
O 3.60 -1.53 -0.35 -0.553
S -2.26 0.98 -0.45 -0.109
```